(1)
{"formula": "C3H6BN4O4", "method": "the ωB97M-V functional and the def2-TZVPD basis", "elements": ["O", "B", "O", "O", "C", "N", "N", "C", "N", "N", "H", "H", "H", "C", "O", "H", "H", "H"], "coordinates": [[1.134, -2.339, 1.462], [0.139, -1.395, 1.319], [-0.790, -1.205, 2.323], [0.033, -0.664, 0.129], [0.633, 0.532, 0.215], [1.957, 0.563, 0.104], [2.535, 1.750, 0.166], [1.745, 2.797, 0.324], [0.427, 2.767, 0.441], [-0.161, 1.590, 0.385], [1.904, -1.935, 1.857], [-0.619, -0.389, 2.794], [2.219, 3.763, 0.380], [-2.239, -1.166, -2.412], [-2.518, -1.006, -3.706], [-3.118, -1.400, -1.736], [-1.507, -1.993, -2.156], [-1.773, -0.270, -1.890]], "lumo_energy_ev": 1.2, "spin_multiplicity": 1, "total_charge": -1, "gap_ha": 0.1113}



(2)
{"formula": "C3H5NO2S", "method": "the ωB97M-V functional and the def2-TZVPD basis", "elements": ["C", "C", "C", "N", "O", "O", "S", "H", "H", "H", "H", "H"], "coordinates": [[1.893, -0.354, 0.239], [0.980, 0.594, 0.340], [-0.492, 0.057, 0.317], [-1.329, 0.927, 0.609], [-0.537, -1.198, -0.018], [-3.909, 0.122, -1.013], [-3.517, -0.418, 0.507], [2.879, -0.040, 0.283], [1.705, -1.358, 0.293], [1.251, 1.673, 0.528], [-1.511, -1.268, -0.178], [-3.641, 1.056, -0.982]], "lumo_energy_ev": [-1.8, -1.8], "spin_multiplicity": 1, "total_charge": 0, "gap_ha": [0.2713, 0.2714], "relative_energy_ev": 4.7189}



(3)
{"formula": "C8H28O9", "method": "the ωB97M-V functional and the def2-TZVPD basis", "elements": ["C", "C", "C", "C", "C", "C", "C", "C", "H", "H", "H", "H", "H", "H", "H", "H", "H", "H", "O", "H", "H", "O", "H", "H", "O", "H", "H", "O", "H", "H", "O", "H", "H", "O", "H", "H", "O", "H", "H", "O", "H", "H", "O", "H", "H"], "coordinates": [[3.203, -0.670, -3.011], [1.820, -0.139, -3.391], [0.714, -0.173, -2.355], [-0.603, 0.056, -2.748], [-1.620, 0.102, -1.795], [-1.309, 0.062, -0.443], [-0.030, -0.274, -0.036], [0.969, -0.360, -0.996], [3.806, 0.068, -2.485], [3.012, -1.414, -2.232], [3.684, -1.164, -3.846], [1.876, 0.906, -3.718], [1.470, -0.641, -4.298], [-0.764, -0.018, -3.820], [-2.611, 0.408, -2.078], [-2.194, -0.002, 0.177], [0.269, -0.587, 0.947], [1.929, -0.711, -0.631], [0.064, 1.030, 2.628], [-0.502, 1.628, 2.103], [0.668, 0.828, 1.902], [-0.673, 2.694, 0.204], [-0.331, 2.355, -0.633], [0.099, 3.191, 0.535], [-3.796, 1.734, -0.890], [-4.272, 1.557, -0.069], [-3.274, 2.518, -0.665], [-3.312, 0.298, 2.433], [-3.560, -0.529, 2.006], [-2.394, 0.140, 2.700], [1.891, 2.813, 3.545], [1.776, 1.862, 3.381], [0.983, 2.950, 3.847], [1.124, -3.955, 3.102], [1.472, -3.477, 2.344], [0.178, -4.039, 2.918], [1.887, 3.703, 0.856], [2.209, 3.266, 1.660], [2.589, 4.119, 0.355], [-0.367, -3.325, -0.617], [-0.929, -2.599, -0.910], [0.457, -3.281, -1.109], [-1.714, -3.889, 1.997], [-2.462, -3.287, 2.060], [-1.433, -3.754, 1.076]], "lumo_energy_ev": 0.1, "spin_multiplicity": 1, "total_charge": 0, "gap_ha": 0.3500, "relative_energy_ev": 0.0000, "smiles": "CCc1ccccc1.O.O.O.O.O.O.O.O.O"}



(4)
{"formula": "C16H33N2O8V", "method": "the ωB97M-V functional and the def2-TZVPD basis", "elements": ["V", "C", "C", "O", "O", "H", "H", "H", "C", "C", "O", "H", "H", "H", "H", "H", "C", "C", "O", "H", "H", "H", "H", "H", "C", "C", "O", "N", "C", "H", "H", "H", "H", "H", "H", "H", "C", "C", "O", "N", "C", "H", "H", "H", "H", "H", "H", "H", "O", "C", "O", "C", "C", "C", "H", "H", "H", "H", "H", "H"], "coordinates": [[0.365, -0.085, -1.048], [3.649, -2.822, -2.340], [2.744, -1.574, -2.449], [2.478, -1.028, -3.517], [2.226, -1.148, -1.432], [4.458, -2.779, -1.611], [3.920, -3.054, -3.370], [2.888, -3.567, -2.107], [1.509, 3.813, -1.371], [1.223, 2.954, -2.632], [1.024, 1.556, -2.599], [2.223, 4.622, -1.518], [2.186, 3.187, -0.790], [0.651, 4.153, -0.792], [2.045, 3.125, -3.327], [0.319, 3.376, -3.072], [-3.121, -1.481, -2.586], [-1.669, -1.914, -2.954], [-0.717, -0.889, -2.923], [-3.693, -2.401, -2.467], [-3.621, -0.881, -3.346], [-3.099, -0.961, -1.628], [-1.578, -2.438, -3.906], [-1.316, -2.641, -2.223], [-1.600, 2.440, 1.765], [-1.943, 1.827, 0.351], [-1.314, 0.806, -0.088], [-2.814, 2.471, -0.377], [-3.155, 1.990, -1.739], [-1.511, 1.744, 2.599], [-2.375, 3.171, 1.991], [-0.601, 2.877, 1.742], [-3.352, 3.213, 0.047], [-3.880, 1.191, -1.891], [-2.204, 1.670, -2.165], [-3.533, 2.852, -2.289], [-0.587, -4.192, 0.515], [-0.793, -2.698, 0.914], [-0.342, -1.761, 0.233], [-1.618, -2.500, 2.000], [-1.984, -1.193, 2.609], [0.090, -4.459, -0.297], [-1.595, -4.526, 0.269], [-0.359, -4.729, 1.435], [-1.810, -3.259, 2.638], [-2.278, -1.372, 3.644], [-2.867, -0.692, 2.213], [-1.313, -0.358, 2.407], [1.325, 1.009, 0.710], [1.819, 0.926, 1.764], [1.995, 2.078, 2.592], [2.449, 1.741, 3.864], [2.930, 0.296, 3.874], [2.196, -0.347, 2.611], [1.732, 1.978, 4.650], [3.334, 2.353, 4.035], [2.803, -0.208, 4.832], [3.974, 0.340, 3.563], [1.298, -0.806, 3.025], [2.789, -0.995, 1.965]], "lumo_energy_ev": [4.7, 4.7], "spin_multiplicity": 5, "total_charge": -2, "gap_ha": [0.0891, 0.1968]}



Number 1: E_tot -662.7501 Eh. Number 2: E_tot -720.5731 Eh. Number 3: E_tot -998.7660 Eh. Number 4: E_tot -2284.7826 Eh.